This record from the Open Molecules 2025 dataset describes a molecular structure, C9H27BaN4O17P2 in a non-equilibrium geometry. The level of theory is ωB97M-V/def2-TZVPD.

The geometry in XYZ format:
```
60
Properties=species:S:1:pos:R:3:forces:R:3
Ba 28.0617 19.1858 -7.1841 -0.29 -2.19 0.85
N 26.2108 16.5171 -6.5660 0.43 0.14 -0.02
O 26.0703 17.5905 -5.8985 0.45 0.50 -0.49
O 27.0841 16.5038 -7.4874 -0.17 0.67 0.13
O 25.5479 15.5369 -6.3057 0.09 0.05 -0.03
C 24.2352 13.4418 -4.0240 -0.42 -0.04 0.04
N 24.0832 13.1041 -2.5786 0.12 -0.14 -0.04
O 23.5538 13.9304 -1.8671 -0.06 0.07 0.01
O 24.4929 12.0202 -2.2176 -0.04 0.12 -0.06
H 25.1359 12.9600 -4.3809 0.09 0.09 -0.05
H 24.2182 14.5212 -4.1166 0.25 0.02 0.01
H 23.3649 13.0382 -4.5430 0.06 -0.14 0.06
C 22.6274 14.6762 -7.3485 -0.32 0.28 -0.35
N 22.5708 13.2566 -7.7872 0.24 -0.10 0.24
O 22.4014 12.4328 -6.9061 -0.01 0.03 -0.07
O 22.7234 13.0086 -8.9604 -0.07 0.04 -0.01
H 22.9005 15.2878 -8.2020 0.12 -0.08 0.01
H 23.3399 14.7540 -6.5392 0.02 -0.02 0.05
H 21.6300 14.9524 -7.0168 -0.01 -0.10 0.13
C 26.6834 12.6728 -7.7558 0.10 -0.47 -0.10
N 27.2901 12.9848 -9.0783 0.45 0.28 0.08
O 26.6978 12.6033 -10.0528 -0.12 -0.04 -0.32
O 28.3325 13.6294 -9.0955 -0.35 -0.19 0.20
H 27.4857 12.4699 -7.0558 0.06 0.28 0.09
H 26.0923 11.7711 -7.8801 -0.19 0.14 -0.06
H 26.0789 13.5320 -7.4830 0.05 0.02 0.14
C 24.8865 17.6056 -3.0311 -0.04 -0.68 -0.27
O 24.8049 18.1272 -1.7137 0.25 0.14 -0.07
P 23.4046 18.4795 -1.0885 0.04 -0.25 0.12
O 23.4565 19.3079 0.1060 -0.05 0.05 0.25
O 22.7547 17.0478 -0.9242 -0.08 0.12 0.03
C 21.7718 16.7844 0.0824 0.11 -0.43 0.43
O 22.6760 19.1257 -2.3369 0.06 0.19 -0.37
C 21.3097 19.5115 -2.2132 -0.36 0.09 -0.08
H 25.8783 17.1750 -3.1551 0.10 0.30 -0.05
H 24.6785 18.3743 -3.7689 0.15 0.07 -0.03
H 24.1941 16.7739 -3.1993 -0.15 0.16 0.22
H 21.8145 17.5189 0.8856 -0.08 0.19 -0.18
H 22.0095 15.8178 0.5285 -0.03 0.00 -0.20
H 20.7893 16.7351 -0.3797 -0.07 0.10 0.04
H 21.1499 20.4268 -2.7796 0.16 0.02 0.02
H 21.0476 19.7003 -1.1720 -0.04 -0.03 0.00
H 20.6725 18.7376 -2.6438 0.02 -0.06 0.15
C 28.9610 17.5565 -2.7793 -0.30 0.37 0.18
O 29.5608 16.4535 -3.4726 -0.31 0.03 -0.20
P 30.2919 16.6412 -4.8493 0.18 -0.53 0.37
O 29.5828 17.5379 -5.7925 -0.72 1.19 -0.58
O 31.7142 17.1807 -4.5521 0.44 0.12 -0.26
C 32.7448 16.3117 -4.0422 0.40 -0.52 0.37
O 30.5106 15.1866 -5.3522 -0.27 -0.03 -0.04
C 29.3618 14.4008 -5.7659 -0.20 -0.15 -0.19
H 28.7231 18.3826 -3.4547 0.13 -0.11 -0.06
H 29.6280 17.9140 -1.9989 0.08 -0.08 -0.02
H 28.0244 17.2274 -2.3359 0.13 -0.19 0.03
H 32.3467 15.5782 -3.3376 -0.13 0.23 0.03
H 33.4787 16.9325 -3.5411 -0.07 0.12 -0.01
H 33.2294 15.7505 -4.8406 -0.17 0.24 -0.18
H 28.5059 14.5702 -5.1099 0.13 0.07 0.09
H 29.6581 13.3594 -5.7009 0.10 0.01 0.01
H 29.0890 14.6465 -6.7916 0.10 0.02 0.03
```
Positions in Å, forces in eV/Å.

Computed properties:
Kohn-Sham gap   0.277 Ha
Relative energy (zero: lowest compared OMol25 entry of this formula, charge and spin)   10.8 kcal/mol
Charge   +1
Largest force on an atom   2.368 eV/Å
Highest occupied orbital energy   -12.273 eV